Record 1
Entry from the OMol25 dataset: an isolated molecule of C11H11ClN2S in a non-equilibrium geometry (ωB97M-V/def2-TZVPD).

Each line ends with the natural charge from an NBO analysis.
Cartesian coordinates (Å):
1 C 2.639740 -0.997889 -1.245887  -0.6322
2 C 1.247811 -0.962038 -0.720628  -0.0547
3 C 0.447289 -2.017180 -0.670755  -0.2727
4 C -0.793715 -1.711424 -0.165659  0.0617
5 C -1.968053 -2.422332 0.107796  -0.1275
6 C -3.016246 -1.743074 0.678482  -0.3267
7 C -2.899104 -0.349300 0.904275  0.1799
8 Cl -4.215891 0.590659 1.529551  0.0299
9 N -1.778546 0.278936 0.722200  -0.2775
10 N -0.761146 -0.354178 0.110676  -0.1401
11 C 0.436160 0.077931 -0.212759  0.1655
12 C 0.900296 1.762213 0.219040  -0.0976
13 C 0.846377 2.098081 1.658675  -0.6217
14 C 0.608457 2.525092 -0.939641  -0.4956
15 S 2.324327 2.403971 -0.592734  0.1335
16 H 2.805028 -2.066774 -1.500331  0.2201
17 H 2.600920 -0.402396 -2.193994  0.2316
18 H 3.225966 -0.510001 -0.421896  0.2373
19 H 0.567341 -2.947213 -1.080132  0.2085
20 H -2.085846 -3.346806 -0.319698  0.2250
21 H -4.114014 -2.029408 0.754108  0.2372
22 H 0.122385 1.560365 2.151559  0.2254
23 H 0.569009 3.185207 1.814446  0.2217
24 H 1.811965 1.859883 2.078534  0.2203
25 H 0.184671 2.001914 -1.793450  0.2282
26 H 0.294807 3.515764 -0.871786  0.2207

Forces on the atoms, in the same order (eV/Å):
C -0.84 0.88 -0.07
C -0.16 2.42 0.44
C -2.39 -2.10 0.05
C -0.68 -0.40 0.35
C -0.48 2.77 0.36
C -2.73 0.15 -0.46
C 2.06 -0.43 0.09
Cl 0.23 -0.27 -0.07
N -0.16 1.91 -0.16
N -1.55 -1.42 1.01
C 3.95 5.40 1.34
C -1.04 -5.36 -0.20
C 0.31 2.32 -0.35
C -1.31 0.82 -1.79
S 2.00 -0.45 -0.85
H 0.66 0.84 0.43
H 0.77 -0.35 0.87
H 0.36 -0.78 -1.35
H 0.92 -2.29 -0.83
H -0.20 -2.40 -0.41
H 1.84 -0.60 -0.08
H -1.79 -1.38 1.14
H 0.66 -1.05 -0.21
H 0.16 0.20 0.39
H 0.25 0.04 0.04
H -0.85 1.54 0.32

Its structure (SMILES) is Cc1cc2ccc(Cl)nn2c1[C@]1(C)CS1. As for the HOMO energy: -7.9149 eV. As for the gap between HOMO and LUMO: 8.20 eV.

Record 2
Entry from the OMol25 dataset: a structure of composition C11H11FeN3O5 in a non-equilibrium geometry (ωB97M-V/def2-TZVPD).

Each line ends with the natural charge from an NBO analysis.
Cartesian coordinates (Å):
1 Fe 0.149121 1.514410 -1.145876  0.3787
2 C -0.059750 2.022730 0.585275  0.5846
3 O -0.388099 1.882509 1.708158  -0.4260
4 C 0.053309 3.177687 -1.912619  0.5103
5 O -0.342939 4.291074 -2.029147  -0.3908
6 C -1.661961 1.881128 -1.095583  0.4473
7 O -2.592638 2.416174 -0.588788  -0.3862
8 C 2.061452 1.186086 -0.165861  0.4941
9 O 3.180870 1.531023 0.082320  -0.3833
10 C -0.113753 0.427671 -2.902969  -0.5827
11 H 0.805854 -0.152164 -2.925683  0.2551
12 H -1.018931 -0.169366 -2.968325  0.2262
13 C -0.106506 1.724814 -3.233424  -0.3934
14 H -0.992993 2.242596 -3.533583  0.2600
15 H 0.781167 2.224309 -3.583311  0.2626
16 C 1.724351 -1.745627 3.358370  -0.4475
17 N 0.745971 -1.578620 2.285175  -0.2086
18 C -0.240796 -2.538446 2.145954  0.1099
19 C -1.018856 -2.522546 1.020270  -0.1099
20 C -0.938344 -1.443289 0.088918  0.4515
21 N 0.047489 -0.551886 0.208994  -0.5542
22 C 0.841817 -0.578167 1.320500  0.7357
23 O 1.653044 0.401942 1.580999  -0.4052
24 N -1.848798 -1.262764 -0.865340  -0.6825
25 H 1.167524 -1.790323 4.297003  0.2635
26 H 2.509953 -0.989124 3.439892  0.2926
27 H 2.193466 -2.730839 3.230147  0.2654
28 H -0.266540 -3.210443 2.995854  0.2808
29 H -1.794521 -3.284016 0.916434  0.2793
30 H -2.527502 -1.984512 -0.917952  0.4273
31 H -2.002456 -0.392036 -1.395804  0.4453

Forces on the atoms, in the same order (eV/Å):
Fe 2.34 -1.50 -1.53
C -2.70 0.20 9.24
O 1.33 1.43 -4.99
C -1.35 8.34 1.21
O 2.06 -5.07 -0.11
C -7.87 3.02 3.30
O 4.20 -2.57 -2.67
C 8.09 2.95 -0.19
O -6.12 -1.90 -1.64
C 0.19 -2.79 -0.51
H -0.04 0.00 -0.13
H 0.20 0.26 -0.14
C 0.58 0.67 -2.78
H -0.62 0.02 -0.24
H 0.35 -0.37 -0.60
C 0.34 -0.46 0.96
N -0.89 -1.28 -0.69
C 1.95 1.73 0.33
C -1.17 -1.04 0.51
C 0.75 1.70 -0.68
N 0.16 -0.50 1.13
C 1.42 2.53 -0.02
O -2.36 -4.05 0.33
N 0.21 -0.25 0.68
H 0.05 0.12 0.04
H -0.54 0.07 -0.50
H -0.06 0.23 -0.11
H -0.38 -0.36 -0.38
H 0.25 0.12 -0.03
H -0.91 -0.36 -0.43
H 0.52 -0.89 0.63

Its expectation value of S² is 6.139. The total charge is +2. As for the HOMO energy (alpha / beta): -14.7476 / -16.4466 eV. Its spin multiplicity is 5. As for the gap between HOMO and LUMO (alpha / beta): 6.59 / 4.41 eV.

Record 3
Entry from the OMol25 dataset: an isolated molecule of C11H11N2P in a non-equilibrium geometry (ωB97M-V/def2-TZVPD).

Each line ends with the natural charge from an NBO analysis.
Cartesian coordinates (Å):
1 C -2.319989 1.778833 -0.068870  -0.2583
2 C -3.495829 1.167543 0.068016  0.0246
3 C -2.496823 -0.898698 -0.053396  0.0515
4 C -1.083884 1.072112 -0.277515  -0.1261
5 C -1.216009 -0.358047 -0.303429  0.0123
6 C 0.108069 1.615773 -0.583402  -0.4300
7 C 0.998589 -0.707372 -0.923956  0.3285
8 C 2.373360 -0.605264 -0.925117  -0.3482
9 C 3.081905 0.027810 0.116768  -0.2727
10 C 2.322991 0.708166 1.079870  -0.5857
11 C -0.100306 -2.400163 0.352303  -0.3957
12 N -3.575469 -0.158644 -0.046949  -0.4738
13 N -0.013896 -1.096189 -0.241194  -0.3085
14 P 1.589597 2.249527 -0.038257  0.6307
15 H -2.185960 2.939569 -0.106256  0.2199
16 H -4.450754 1.680247 0.246750  0.2034
17 H -2.627569 -1.946118 -0.080141  0.1748
18 H 2.671674 -0.772356 -1.977413  0.2490
19 H 4.110168 0.168293 -0.061861  0.2246
20 H 1.347320 0.305015 1.484187  0.2310
21 H 2.875259 1.105615 1.799763  0.2178
22 H 0.009701 -2.292539 1.450626  0.2130
23 H -1.066519 -2.763890 0.163092  0.2172
24 H 0.691620 -2.951756 0.081014  0.2170
25 H 2.452746 2.132530 -1.154630  -0.0162

Forces on the atoms, in the same order (eV/Å):
C 2.30 3.96 -0.35
C -0.75 -0.31 -0.22
C 1.04 1.43 -1.44
C -1.40 -1.30 -0.40
C -1.20 0.76 2.06
C 3.12 0.35 -0.68
C 0.59 2.90 1.34
C -0.69 -1.12 -0.66
C -1.87 -1.83 -2.45
C -2.87 -0.69 -1.52
C -1.16 1.90 3.01
N -1.24 -1.55 1.11
N -0.48 0.09 -1.98
P -1.78 -0.41 0.48
H -0.60 -2.26 0.30
H 0.56 -0.02 -0.22
H -0.44 -1.02 0.10
H 0.98 -0.07 0.86
H 1.04 0.51 0.12
H 1.28 0.29 -0.60
H 2.21 1.79 3.34
H -0.31 0.10 -0.38
H -0.70 -1.14 -0.35
H 2.48 -2.27 -1.48
H -0.09 -0.08 -0.02

As for the HOMO energy (alpha / beta): -7.0986 / -7.0980 eV. As for the gap between HOMO and LUMO (alpha / beta): 6.87 / 6.86 eV.

Record 4
Entry from the OMol25 dataset: an isolated molecule of C11H11NO in a non-equilibrium geometry (ωB97M-V/def2-TZVPD).

Each line ends with the natural charge from an NBO analysis.
Cartesian coordinates (Å):
1 C 2.007317 -0.050192 -3.136861  -0.2481
2 O 1.676794 -0.495226 -1.864365  -0.5050
3 C 0.581336 0.023570 -1.239837  0.2882
4 C -0.491494 0.734685 -1.832275  -0.3073
5 C -1.711752 1.013022 -1.118692  -0.2539
6 C -1.704122 0.854134 0.247046  0.1641
7 N -2.753805 1.287859 1.043639  -0.8013
8 C -0.622613 0.186716 0.925446  -0.0921
9 C -0.703197 -0.130728 2.254645  -0.2033
10 C 0.266063 -0.924406 2.757703  -0.1950
11 C 1.425693 -1.357913 2.060140  -0.2225
12 C 1.532463 -0.966687 0.761336  -0.1846
13 C 0.509426 -0.227615 0.174814  -0.0213
14 H 2.900823 -0.637909 -3.476075  0.2045
15 H 1.106070 -0.121928 -3.969986  0.1629
16 H 2.177005 1.059608 -3.124043  0.1800
17 H -0.744949 0.837076 -2.913037  0.2225
18 H -2.652932 1.417641 -1.661795  0.2133
19 H -2.991197 0.627871 1.710743  0.3610
20 H -3.595348 1.675527 0.619546  0.3794
21 H -1.619312 0.013685 2.835901  0.2084
22 H 0.222393 -1.303217 3.782975  0.2048
23 H 2.080311 -2.109762 2.434596  0.2138
24 H 2.444706 -1.439316 0.249824  0.2315

Forces on the atoms, in the same order (eV/Å):
C -1.46 0.97 -2.66
O -0.38 -0.13 0.30
C -2.04 1.52 -0.49
C -0.69 -1.49 -0.79
C 0.31 0.64 0.29
C -0.46 0.02 -0.69
N -0.45 1.36 -0.78
C -0.05 0.94 -2.49
C -0.62 -0.90 1.14
C 1.71 -1.39 2.07
C -1.86 0.82 -0.36
C 2.27 -1.86 0.07
C 0.04 0.43 -1.40
H -0.94 0.73 0.28
H 2.07 -0.41 2.07
H 0.33 -0.87 0.04
H 1.43 -0.12 0.64
H 1.92 -0.65 0.98
H -0.73 -1.17 1.57
H 0.67 -0.25 -0.23
H 0.62 0.32 -0.09
H -0.41 0.27 -0.18
H 0.47 -0.08 0.63
H -1.75 1.30 0.09

Its structure (SMILES) is COc1ccc(N)c2ccccc12. As for the HOMO energy: -7.2268 eV. As for the gap between HOMO and LUMO: 8.13 eV.

Record 5
Entry from the OMol25 dataset: a structure of composition C11H11NO2 in a non-equilibrium geometry (ωB97M-V/def2-TZVPD).

Each line ends with the natural charge from an NBO analysis.
Cartesian coordinates (Å):
1 C 0.092079 -2.360503 -3.045977  -0.1844
2 C 0.430399 -2.713670 -1.763778  -0.2244
3 C -0.395264 -1.023687 -3.257677  -0.1989
4 C 0.557428 -1.797612 -0.790883  -0.1605
5 C -0.150489 -0.053218 -2.309122  -0.1971
6 C 0.330593 -0.417729 -1.042975  -0.0866
7 C 1.314241 0.281996 1.239635  -0.3386
8 C 0.660640 0.360273 2.398503  0.0386
9 C 0.420822 2.140440 -0.231361  0.3989
10 C 0.481482 0.600599 0.048374  0.1768
11 C -1.327346 1.578600 3.124710  -0.4282
12 N -0.697768 0.470489 2.395294  -0.1423
13 O 0.894466 2.986750 0.488074  -0.4879
14 O -1.093730 0.403540 1.021418  -0.4280
15 H -0.100058 -3.104350 -3.804756  0.2168
16 H 0.686579 -3.751490 -1.613294  0.2178
17 H -0.827309 -0.741594 -4.330178  0.2205
18 H 0.742719 -2.060756 0.236939  0.2290
19 H -0.440352 0.960496 -2.607781  0.2186
20 H 2.263387 0.030213 1.109884  0.2206
21 H 1.010846 0.240784 3.369678  0.2036
22 H -0.407253 2.412592 -0.915899  0.1213
23 H -1.747035 2.437967 2.656340  0.2204
24 H -2.128447 1.202326 3.795549  0.1957
25 H -0.570629 1.917544 3.829281  0.1982

Forces on the atoms, in the same order (eV/Å):
C -2.42 2.14 -0.52
C 0.79 -1.70 -1.31
C 0.78 -1.29 -2.83
C -0.23 2.74 1.61
C -0.56 0.32 -0.10
C -0.33 0.06 -0.02
C -3.91 0.85 0.37
C 0.35 -0.34 -0.81
C -1.60 -0.41 0.90
C -1.88 -0.26 1.93
C 0.18 -1.15 2.39
N -1.55 0.72 -2.34
O 0.35 -0.84 -0.65
O 1.87 0.66 -1.13
H 0.33 -0.07 -0.10
H -0.07 -0.13 0.41
H 0.97 -0.58 2.59
H 0.33 -0.22 0.11
H 0.28 -0.26 0.58
H 4.10 -0.72 -0.19
H 1.29 -0.13 1.42
H 0.46 0.01 -0.37
H 0.16 0.37 -1.34
H 0.24 -0.13 -0.63
H 0.08 0.35 0.04

As for the HOMO energy (alpha / beta): -7.9554 / -7.9560 eV. As for the gap between HOMO and LUMO (alpha / beta): 7.53 / 7.53 eV.

Record 6
Entry from the OMol25 dataset: a structure of composition C11H11NO6V in a non-equilibrium geometry (ωB97M-V/def2-TZVPD).

Each line ends with the natural charge from an NBO analysis.
Cartesian coordinates (Å):
1 O 0.049824 3.587500 -4.245372  -0.3323
2 C 0.050079 2.496904 -3.868214  0.5321
3 V 0.049758 -0.076490 -3.082424  0.3252
4 O 0.049743 -1.281048 -5.860528  -0.2570
5 C 0.049722 -0.728849 -4.832480  0.5481
6 C 0.045768 -1.885954 -2.254429  0.5927
7 O 0.048318 -2.992919 -1.896659  -0.3147
8 C -1.932338 -0.031664 -2.877456  0.5946
9 O -3.075654 -0.204705 -2.881031  -0.2712
10 C 2.030934 -0.033050 -2.881971  0.5910
11 O 3.174363 -0.205441 -2.877946  -0.2730
12 O 0.032536 0.529567 -0.959745  -0.7151
13 C 0.264033 0.266884 0.245038  0.7521
14 C 0.339072 1.430106 1.190563  -0.4994
15 C -0.735069 1.424488 2.245525  -0.3978
16 C -0.463683 0.469749 3.385458  -0.4072
17 C -0.419092 -0.998958 3.048510  -0.4176
18 C 0.647166 -1.398471 2.052198  -0.2367
19 N 0.360001 -1.001980 0.687981  -0.5483
20 H 1.348357 1.399697 1.615748  0.2524
21 H 0.249660 2.325485 0.564627  0.2520
22 H -0.786219 2.442579 2.646800  0.2500
23 H -1.712562 1.233977 1.794095  0.2104
24 H 0.492825 0.745694 3.838567  0.2107
25 H -1.229083 0.626963 4.152322  0.2454
26 H -0.215704 -1.560215 3.970152  0.2509
27 H -1.388871 -1.356021 2.696282  0.2132
28 H 1.625874 -0.986847 2.343029  0.2181
29 H 0.755196 -2.492305 2.047524  0.2392
30 H 0.295057 -1.744664 -0.006175  0.3924

Forces on the atoms, in the same order (eV/Å):
O 0.00 -4.57 1.63
C 0.00 3.80 -1.43
V -0.01 4.35 4.91
O 0.00 2.64 4.58
C 0.00 -4.11 -8.21
C -0.02 -6.76 1.18
O -0.03 4.99 -1.37
C -7.29 -1.06 -0.44
O 4.83 0.96 0.28
C 7.23 -1.07 -0.41
O -4.80 0.95 0.25
O -0.03 -0.37 -2.68
C -0.26 -1.17 1.43
C 0.56 -0.10 -0.92
C -0.40 0.30 0.47
C -0.10 0.27 0.60
C -0.17 -0.53 0.24
C 0.61 -0.47 0.79
N -0.04 1.31 -1.47
H -0.05 0.19 0.23
H 0.18 -0.22 0.14
H -0.02 -0.17 -0.03
H -0.01 -0.04 -0.06
H 0.00 0.05 0.10
H 0.15 -0.03 -0.04
H -0.03 0.11 -0.18
H -0.09 0.01 -0.07
H -0.21 -0.10 -0.05
H -0.02 0.35 -0.08
H -0.01 0.46 0.61

Its expectation value of S² is 3.768. The total charge is +2. As for the HOMO energy (alpha / beta): -16.8997 / -16.8946 eV. Its spin multiplicity is 4. As for the gap between HOMO and LUMO (alpha / beta): 8.14 / 6.40 eV.